Record 1
Computed, not measured: a structure of composition C20H29N3OP2Zr in a non-equilibrium geometry, with ωB97M-V/def2-TZVPD.

The geometry in XYZ format:
```
56
Properties=species:S:1:pos:R:3:forces:R:3
C -4.429 -2.118 1.268 0.3559 0.1787 -0.9635
C -3.566 -1.938 0.175 -0.9709 -0.6757 0.2530
C -3.769 -0.807 -0.726 -0.1010 0.9034 -0.5196
C -4.361 0.372 -0.134 0.3273 0.3536 -0.0063
C -4.826 0.276 1.225 -0.8507 -0.5885 0.1480
C -5.077 -0.971 1.794 -0.1304 1.1774 -0.3225
C -4.265 1.619 -0.827 3.4094 -0.9287 0.9016
C -3.435 1.670 -1.992 0.2125 0.4757 0.1829
C -2.905 0.450 -2.527 -0.6075 -0.2764 0.9536
C -1.779 0.593 -3.429 -0.1993 -0.1788 -1.0261
C -1.600 1.740 -4.210 -0.5955 -1.1280 0.7164
C -2.179 2.921 -3.732 -1.0784 0.6036 1.3584
C -2.876 2.903 -2.517 -0.4457 0.1832 -0.6317
H -4.617 -3.116 1.730 0.7563 0.9359 -0.1654
H -5.049 1.192 1.779 -0.3505 -0.3066 -0.3499
H -5.730 -1.055 2.669 0.5231 0.0729 -0.1819
H -4.084 2.477 -0.147 -1.5356 0.0285 -0.6741
H -1.028 1.718 -5.148 0.2119 0.0617 0.7567
H -2.038 3.855 -4.265 0.1976 -0.0189 0.2480
H -3.034 3.836 -1.951 -0.3511 -0.4385 -0.6127
N -3.269 -0.776 -1.997 2.3589 0.8081 1.4187
Zr 0.127 0.480 0.536 0.7415 -1.0858 -2.2277
C -2.321 -2.780 0.056 -0.9507 0.3073 -0.6252
H -2.094 -2.931 -0.981 0.3153 -0.1915 -0.7162
H -2.409 -3.760 0.535 0.0507 0.1394 0.1512
C -0.674 -0.399 -3.338 -0.3663 -0.1781 -0.0949
H -1.063 -1.372 -3.092 -0.1533 -0.5426 0.0393
H -0.068 -0.480 -4.250 -0.0796 0.0692 0.1620
P -0.883 -1.911 0.799 -0.7536 -1.4083 -0.0453
P 0.537 -0.012 -1.979 0.0002 -1.0245 0.4387
C 1.678 1.171 -2.715 0.2561 0.4188 0.2170
H 2.638 1.077 -2.181 -0.2445 0.2720 -0.2949
H 1.824 0.884 -3.764 0.0170 0.1417 0.2187
H 1.292 2.201 -2.658 0.2250 -0.3718 -0.0487
C 1.419 -1.569 -1.979 1.2624 -0.9975 -1.1241
H 2.118 -1.574 -2.831 -0.1099 -0.2791 0.1127
H 2.014 -1.758 -1.074 -0.2698 0.1537 -0.2565
H 0.721 -2.402 -2.144 0.2433 0.2535 0.1021
C -1.254 -1.942 2.561 0.0151 0.1490 0.7734
H -1.425 -2.985 2.859 0.0162 0.2401 0.0551
H -0.398 -1.552 3.138 -0.2597 -0.1728 -0.0451
H -2.145 -1.348 2.812 0.2380 -0.1577 -0.1593
C 0.399 -3.170 0.624 0.5348 -0.3936 0.0263
H 1.366 -2.807 1.002 -0.1962 -0.2279 -0.1085
H 0.102 -4.054 1.202 0.0991 0.1674 -0.0547
H 0.510 -3.471 -0.427 -0.0386 0.1189 0.4855
H -1.103 1.537 0.509 -2.2233 2.0277 0.5774
H -0.655 1.004 -1.095 -0.2299 0.9776 0.6154
N 3.965 0.375 1.149 -0.8739 0.3048 0.0972
C 3.029 0.943 1.927 0.8886 0.1408 0.6316
N 3.380 1.463 3.107 -0.0548 -0.4247 -1.0135
O 1.804 0.977 1.601 0.0837 0.1467 -0.3095
H 4.919 0.445 1.459 0.2327 -0.1879 -0.4292
H 3.734 0.110 0.191 0.3123 0.0839 0.6257
H 2.656 1.985 3.590 0.5839 -0.1118 0.2507
H 4.363 1.448 3.352 -0.4487 0.4005 0.4894
```
Positions in Å, forces in eV/Å.

Frontier orbital gap (eV): 5.53
Total charge: +2
HOMO level (Ha): -0.4616
F_max (eV/Å): 3.65

=====

Record 2
Computed, not measured: a structure of composition C20H30AsF6N6O4PRbS2 in a non-equilibrium geometry, with ωB97M-V/def2-TZVPD.

The geometry in XYZ format:
```
71
Properties=species:S:1:pos:R:3:forces:R:3
Rb -0.915 0.106 0.110 1.4427 -2.8862 -1.0391
F -0.227 4.264 1.538 -0.0128 -0.0352 -0.0444
C -0.086 3.814 0.308 0.0963 0.0632 -0.0765
F 0.526 4.750 -0.422 0.0022 -0.1301 0.0348
F 0.731 2.727 0.326 -0.3381 0.3097 -0.0562
S -1.754 3.416 -0.513 0.7658 0.3873 -0.3979
O -1.478 2.134 -1.155 -0.6351 1.2517 -0.3231
O -1.975 4.511 -1.396 -0.2776 0.1838 0.1972
N -2.782 3.321 0.655 -0.2311 -0.0482 0.1567
S -2.683 1.965 1.465 -0.7285 0.4030 0.4752
O -1.347 1.721 1.954 -0.0324 0.6842 1.0776
O -3.277 0.839 0.798 -0.9087 0.0930 0.1256
C -3.748 2.247 2.946 0.0005 0.0121 -0.0689
F -3.700 1.093 3.617 -0.0806 0.1621 0.0223
F -3.289 3.220 3.710 0.0635 0.0173 -0.0605
F -4.991 2.505 2.581 0.0451 -0.0286 0.0184
N -0.546 -3.436 -2.262 0.0421 -0.1411 -0.0937
C 0.288 -4.417 -2.664 0.0984 -0.0236 0.0244
C 1.549 -4.043 -2.265 0.0391 0.0115 -0.0303
C 1.362 -2.808 -1.618 -0.0130 -0.0289 -0.0073
N 0.087 -2.446 -1.620 -0.1052 0.2061 0.0680
H -1.545 -3.408 -2.364 -0.0348 0.0270 0.0099
H -0.060 -5.294 -3.182 -0.0536 0.0331 0.0097
H 2.468 -4.584 -2.408 -0.0243 -0.0175 0.0056
H 2.097 -2.186 -1.130 -0.0206 0.0098 0.0119
C 0.946 0.993 -5.967 -0.0994 -0.0549 -0.0962
N 2.108 1.006 -4.966 0.0256 0.0360 -0.0547
C 2.484 2.468 -4.699 -0.0089 0.1373 0.0746
N 1.354 3.206 -4.278 -0.0243 0.1696 -0.0406
C 0.289 3.151 -5.271 0.0565 -0.1174 0.0359
N -0.138 1.772 -5.501 -0.1075 0.0773 -0.1369
C -0.829 1.194 -4.347 -0.0245 -0.0153 0.2772
P 0.228 1.091 -2.803 0.8813 -0.0259 -1.0537
C 1.715 0.326 -3.697 -0.3645 -0.0954 0.4582
C 0.875 2.845 -2.943 0.0219 -0.2154 0.1336
H 0.658 -0.049 -6.107 0.0313 -0.0034 0.0239
H 1.337 1.398 -6.901 0.0549 0.0002 0.0350
H 2.908 0.527 -5.381 0.0050 0.0045 -0.0124
H 2.883 2.867 -5.632 -0.0079 -0.0668 -0.0221
H 3.254 2.468 -3.928 0.0418 -0.0566 -0.0496
H 0.654 3.566 -6.213 -0.0139 0.0215 0.0219
H -0.556 3.741 -4.922 -0.0074 -0.0011 -0.0225
H -1.196 0.201 -4.613 -0.0077 -0.0024 0.0241
H -1.696 1.813 -4.112 -0.0235 -0.0332 -0.0182
H 1.489 -0.720 -3.911 0.0570 0.0039 -0.0631
H 2.563 0.353 -3.010 0.0786 -0.0048 -0.1081
H 1.682 2.991 -2.223 -0.0166 0.0201 0.0240
H 0.068 3.523 -2.677 -0.0155 0.0831 0.0193
C 1.542 -3.331 2.774 -0.0616 0.1510 -0.0869
As 0.420 -1.824 2.194 0.6355 -0.6080 0.7213
C -1.324 -2.640 2.553 -0.0023 0.0660 -0.0263
C 0.584 -0.674 3.817 -0.1121 -0.0854 -0.0680
C 0.265 -1.338 5.118 0.0399 -0.0372 0.0823
C -1.035 -1.356 5.618 -0.0114 0.0315 -0.0580
C -1.330 -1.997 6.811 -0.0130 -0.0054 0.0386
C -0.329 -2.641 7.523 0.0297 -0.0340 0.0231
C 0.974 -2.616 7.047 -0.0153 -0.0265 0.0098
C 1.268 -1.962 5.861 -0.0183 0.0418 -0.0486
H 1.225 -3.684 3.753 -0.0189 -0.0131 0.0353
H 2.581 -3.008 2.830 -0.0073 0.0056 -0.0012
H 1.473 -4.146 2.055 -0.0476 0.0325 -0.0349
H -1.314 -3.122 3.529 -0.0583 0.0501 0.0440
H -1.556 -3.388 1.795 0.0608 0.0320 -0.0580
H -2.098 -1.870 2.535 -0.0477 -0.0565 0.0448
H -0.078 0.174 3.634 0.0437 0.0472 0.0177
H 1.612 -0.310 3.814 -0.0073 0.0487 -0.0674
H -1.821 -0.848 5.069 -0.0085 -0.0056 0.0124
H -2.341 -1.987 7.199 -0.0152 -0.0078 -0.0515
H -0.559 -3.153 8.448 -0.0062 0.0255 0.0030
H 1.763 -3.104 7.605 0.0099 0.0299 0.0008
H 2.294 -1.912 5.512 0.0002 -0.0588 -0.0218
```
Positions in Å, forces in eV/Å.

Frontier orbital gap (eV): 7.45
Total charge: +1
HOMO level (Ha): -0.3784
F_max (eV/Å): 3.39

=====

Record 3
Computed, not measured: a cluster of 2 separate species, C20H30FNO3 in total in a non-equilibrium geometry, with ωB97M-V/def2-TZVPD.

The geometry in XYZ format:
```
55
Properties=species:S:1:pos:R:3:forces:R:3
C 4.216 -1.855 0.114 0.1551 -0.1856 0.1230
C 3.450 -0.561 0.211 -0.3362 -0.0732 0.3697
O 2.290 -0.783 1.030 1.1461 -0.2340 -0.8392
C 1.538 0.338 1.217 -2.2106 -0.1079 2.8141
C 0.515 0.113 2.245 1.4709 1.0794 -1.0629
C -0.503 1.089 2.535 0.0235 -0.7723 0.1104
O -1.446 0.753 3.284 0.0390 0.4941 0.0567
C -0.506 2.529 2.003 0.3599 -0.2556 0.1792
C -1.356 2.764 0.755 -0.1795 0.2541 -0.0161
C -2.835 2.315 0.830 0.1141 0.3584 -0.2652
C -3.149 1.029 0.055 -0.4380 -0.0001 0.1281
C -3.536 -0.132 0.977 -0.0717 -0.3506 0.2055
C -2.994 -1.493 0.532 0.0142 -0.1471 0.0933
C -1.569 -1.810 0.999 0.1478 0.1396 -0.2648
C -1.431 -2.319 2.434 -0.2088 -0.0645 -0.0670
C 0.029 -2.393 2.875 0.0885 0.1261 0.2464
C 0.704 -1.049 3.199 -0.2680 0.1989 0.0128
O 1.774 1.370 0.604 0.2425 0.4169 -1.2892
H 5.031 -1.748 -0.607 -0.0357 -0.0445 0.0040
H 4.665 -2.103 1.080 -0.1191 -0.0765 -0.1028
H 3.572 -2.686 -0.194 0.0758 0.1432 0.0326
H 4.070 0.220 0.670 -0.1335 -0.0383 -0.1937
H 3.128 -0.210 -0.772 0.0770 0.0751 -0.0261
H -0.909 3.146 2.816 0.1095 -0.1700 -0.0473
H 0.528 2.822 1.779 -0.3415 0.0756 0.1206
H -1.372 3.849 0.568 0.2840 -0.2119 -0.0638
H -0.842 2.284 -0.090 -0.1866 0.1004 -0.0133
H -3.135 2.203 1.882 0.1226 -0.0016 -0.2772
H -3.464 3.114 0.408 0.2265 -0.0695 0.1711
H -4.012 1.226 -0.599 0.2419 -0.0927 -0.0408
H -2.326 0.750 -0.621 0.0380 0.0432 0.2743
H -3.199 0.074 2.002 0.0254 -0.0680 -0.2643
H -4.633 -0.177 1.017 0.1605 -0.0395 0.0438
H -3.682 -2.265 0.895 0.1144 -0.1391 -0.1364
H -2.983 -1.538 -0.564 -0.2870 -0.0403 -0.0241
H -1.131 -2.571 0.334 -0.0904 0.0215 0.0719
H -0.930 -0.922 0.877 -0.2598 -0.1749 0.0093
H -2.006 -1.691 3.129 0.2046 -0.0536 -0.1776
H -1.856 -3.334 2.476 -0.0356 0.1727 0.0354
H 0.076 -2.996 3.793 0.1349 -0.1000 -0.2232
H 0.629 -2.890 2.100 -0.1526 -0.1210 0.0514
H 1.787 -1.233 3.280 -0.3106 -0.0087 0.1407
H 0.340 -0.707 4.181 0.0649 -0.1202 -0.2631
F 0.868 0.430 -1.926 0.8889 0.3831 -3.1678
N 1.208 0.535 -3.386 -0.4802 -0.2033 1.6147
C 1.232 -0.597 -4.103 -0.0602 -0.1591 0.1216
C 1.504 -0.525 -5.465 -0.0252 0.3205 0.2871
C 1.725 0.724 -6.051 -0.0298 -0.0005 0.2661
C 1.708 1.872 -5.256 -0.0802 -0.3781 0.1894
C 1.447 1.752 -3.895 -0.0805 0.2105 0.2607
H 1.029 -1.539 -3.599 0.0159 0.3288 0.1620
H 1.532 -1.448 -6.041 -0.0489 0.2593 0.1679
H 1.905 0.801 -7.119 0.0127 -0.0150 0.1920
H 1.889 2.864 -5.668 -0.0586 -0.3139 0.1549
H 1.419 2.612 -3.229 -0.0704 -0.3703 0.1152
```
Positions in Å, forces in eV/Å.

Frontier orbital gap (eV): 2.61
HOMO level (Ha): -0.1961
F_max (eV/Å): 3.58

=====

Record 4
Computed, not measured: a structure of composition C20H30IrN2OSi2Te in a non-equilibrium geometry, with ωB97M-V/def2-TZVPD.

The geometry in XYZ format:
```
57
Properties=species:S:1:pos:R:3:forces:R:3
Ir 1.815 -0.747 -1.150 1.9882 0.3618 -0.0062
C 3.662 -2.903 1.046 0.1114 -0.0758 0.0922
Si 2.071 -2.131 1.658 0.1563 -0.3207 -0.0773
C 0.720 -3.393 1.283 -0.0054 0.1032 0.0671
C 2.187 -2.068 3.545 -0.0357 0.0555 -0.0879
N 1.827 -0.627 0.867 -0.8884 0.3612 0.1907
C 1.745 0.688 1.326 0.0001 -0.3608 0.0289
C 1.790 1.089 2.660 0.0225 -0.0015 0.0715
C 1.688 2.430 3.021 -0.0166 0.0460 -0.0495
C 1.528 3.399 2.042 0.0034 -0.0666 0.0366
C 1.476 3.013 0.706 0.0225 0.0717 0.0307
C 1.590 1.677 0.331 -0.0943 0.0922 -0.3641
N 1.540 1.229 -0.985 -0.3293 0.0520 0.2570
Si 1.307 2.212 -2.379 0.0125 0.0385 -0.0471
C -0.345 3.127 -2.381 0.0675 0.0372 -0.0180
C 2.681 3.486 -2.578 -0.0405 0.0050 -0.0325
C 1.343 1.115 -3.895 -0.0032 0.0383 -0.0672
H 3.835 -3.876 1.519 -0.0007 0.0160 0.0110
H 4.514 -2.255 1.263 0.0040 0.0017 0.0071
H 3.630 -3.036 -0.035 0.0117 0.0078 -0.0142
H 0.970 -4.347 1.757 0.0378 0.0014 -0.0212
H 0.624 -3.554 0.208 -0.0206 0.0192 -0.0027
H -0.250 -3.082 1.674 -0.0215 -0.0101 -0.0026
H 2.364 -3.091 3.890 -0.0013 0.0014 0.0127
H 1.269 -1.707 4.015 -0.0091 -0.0147 -0.0004
H 3.015 -1.447 3.892 0.0244 -0.0255 -0.0011
H 1.904 0.346 3.434 -0.0056 0.0139 0.0181
H 1.727 2.703 4.069 -0.0014 0.0165 -0.0030
H 1.440 4.446 2.303 0.0006 -0.0033 0.0200
H 1.345 3.768 -0.060 -0.0094 0.0139 0.0211
H -0.411 3.872 -1.585 -0.0082 -0.0207 0.0162
H -1.162 2.417 -2.237 -0.0151 0.0152 0.0014
H -0.497 3.642 -3.335 0.0234 -0.0015 -0.0021
H 2.678 4.238 -1.788 0.0180 -0.0084 0.0101
H 2.585 4.006 -3.535 0.0092 -0.0100 -0.0063
H 3.649 2.979 -2.557 0.0083 0.0077 -0.0078
H 0.549 0.366 -3.874 0.0020 -0.0094 -0.0110
H 2.295 0.585 -3.964 -0.0132 -0.0221 -0.0011
H 1.213 1.722 -4.798 0.0124 0.0151 0.0147
O 3.408 -1.143 -1.732 -0.2760 -0.5085 -0.4669
C -2.160 -0.919 0.811 -0.1520 -0.0711 -0.1875
Te -1.042 -0.513 -0.980 -0.6970 0.2329 0.4797
C -2.910 -0.761 -2.022 0.0327 -0.1281 0.1369
C -3.952 -1.034 -0.960 0.0683 0.0042 -0.0728
C -5.284 -1.217 -1.327 -0.0335 -0.0123 -0.0387
C -6.259 -1.468 -0.378 -0.0132 -0.0040 0.0005
C -5.906 -1.540 0.964 -0.0228 -0.0043 0.0045
C -4.586 -1.358 1.334 0.0190 0.0186 0.0799
C -3.596 -1.100 0.387 0.0419 0.0468 -0.0487
H -2.033 -0.088 1.502 -0.0343 0.0224 0.0254
H -1.793 -1.826 1.281 0.0707 -0.0082 0.0394
H -2.855 -1.569 -2.748 -0.0265 -0.0461 0.0054
H -3.133 0.166 -2.548 0.0092 0.0146 -0.0455
H -5.553 -1.161 -2.376 0.0004 -0.0008 0.0037
H -7.289 -1.608 -0.681 0.0011 0.0015 -0.0015
H -6.659 -1.737 1.716 0.0041 -0.0001 0.0034
H -4.305 -1.414 2.380 -0.0085 0.0016 -0.0011
```
Positions in Å, forces in eV/Å.

Frontier orbital gap (eV): 5.37
Total charge: -1
HOMO level (Ha): -0.1108
F_max (eV/Å): 2.02